This record from the Open Molecules 2025 dataset describes a structure of composition C20H41GdN2P3Se in a non-equilibrium geometry. The level of theory is ωB97M-V with the def2-TZVPD basis set.

Results
* relative energy (zero: lowest compared OMol25 entry of this formula, charge and spin): 96.9 kcal per mole
* net charge: +3
* lowest unoccupied orbital energy (alpha / beta): -10.330 / -12.382 eV
* orbital gap (alpha / beta): 6.309 / 4.226 eV
* multiplicity: 8
* F_max: 2.67 eV Å⁻¹

The geometry in XYZ format:
```
68
Properties=species:S:1:pos:R:3:forces:R:3:mulliken_charge:R:1
Gd 1.176106 -0.181875 -1.501012 -0.534 0.347 1.732 0.509
P 2.418162 -0.982731 0.993482 0.515 -0.067 0.140 1.055
P -1.104446 -0.240841 1.293811 -1.968 -0.273 1.706 1.092
P 0.625566 2.448377 0.217480 0.332 1.544 0.414 1.004
H 2.107947 0.691081 -6.923994 -0.146 0.921 -0.277 0.344
C 2.819455 1.327989 -6.391605 0.236 -0.127 1.551 -0.664
C 2.799358 1.096432 -5.039480 -0.683 -0.729 -1.080 0.109
H 1.848288 0.578639 -4.628721 1.457 0.206 -0.698 -0.307
C 2.846519 -2.759372 0.833284 -0.106 0.005 -0.253 -1.400
C 2.253642 -0.745570 2.805668 -0.175 0.138 -0.294 -1.275
C 3.967538 -0.066380 0.558048 -0.056 -0.115 0.126 -1.233
C -2.923627 0.150794 1.140004 -0.162 0.373 -0.622 -1.561
C -1.485514 -1.906815 2.013109 0.257 -0.348 -0.270 -1.592
C -1.042096 0.563853 2.972295 0.545 0.188 0.232 -1.539
C 1.460024 3.576690 -0.951976 0.360 -0.291 -0.314 -1.363
C 1.543535 2.868186 1.774209 0.197 -0.705 0.224 -1.205
C -0.928602 3.394182 0.503624 -0.697 -0.449 -0.137 -1.114
H 3.456202 2.047024 -6.997032 -0.355 -1.428 1.127 0.305
H 3.614970 1.160782 -4.310673 -0.261 1.007 -0.405 0.284
H 2.660985 -3.133669 -0.189073 0.073 0.042 0.400 0.387
H 2.254465 -3.333693 1.562227 0.163 0.097 -0.282 0.383
H 3.909015 -2.901990 1.046200 -0.094 -0.067 0.086 0.458
H 1.394402 -1.331983 3.177716 0.358 0.479 -0.109 0.332
H 2.182508 0.331751 3.037303 -0.186 -0.590 -0.005 0.258
H 3.162270 -1.136146 3.273335 -0.002 -0.008 -0.078 0.571
H 4.108868 0.021804 -0.542058 0.088 -0.005 0.571 0.429
H 4.819614 -0.619686 0.979975 -0.097 0.213 -0.242 0.438
H 3.954930 0.936276 1.020969 -0.013 -0.394 -0.363 0.281
H -3.430191 -0.081520 2.087290 0.359 -0.040 -0.205 0.497
H -3.405290 -0.460274 0.370534 0.081 0.204 -0.071 0.423
H -3.116021 1.216607 0.956170 0.106 -0.263 -0.198 0.361
H -2.219556 -1.771039 2.806367 0.057 0.092 -0.011 0.566
H -0.616577 -2.376132 2.471608 0.105 -0.197 -0.125 0.364
H -1.951562 -2.571324 1.284101 0.257 -0.021 -0.047 0.435
H -1.840645 0.138304 3.590557 0.104 0.015 -0.283 0.552
H -1.238487 1.641146 2.937524 0.322 -0.197 -0.016 0.436
H -0.109581 0.338680 3.501386 -0.133 0.366 -0.121 0.352
H 1.308035 4.621503 -0.637181 0.162 -0.373 -0.192 0.434
H 1.114596 3.437758 -1.984604 -0.110 0.175 0.180 0.376
H 2.528191 3.319337 -0.935166 -0.087 0.315 -0.014 0.420
H 1.724916 3.948201 1.891753 -0.227 -0.290 -0.354 0.499
H 2.516760 2.360970 1.805048 -0.167 0.223 -0.067 0.230
H 0.983939 2.526378 2.654318 0.021 0.073 -0.259 0.344
H -0.745179 4.483400 0.532041 0.246 -0.525 -0.141 0.490
H -1.418533 3.136201 1.453519 0.217 -0.086 -0.343 0.342
H -1.616891 3.153208 -0.322204 0.172 0.346 0.418 0.183
C -1.705768 2.026014 -3.832807 -0.337 0.798 -0.727 0.734
C -0.907391 1.366359 -4.779221 -0.519 0.742 0.018 -0.526
C -0.424174 2.143782 -5.805889 0.691 -0.515 -0.766 -0.394
C -0.769022 3.482982 -5.955015 0.001 -0.604 -0.040 -0.890
C -1.705047 4.043318 -5.113917 -0.412 0.306 0.110 -0.417
C -2.170084 3.358389 -3.998736 0.644 -2.071 0.620 -0.835
Se -1.651894 1.074169 -2.159392 1.805 0.103 -0.777 0.046
H -0.079664 1.084908 -2.848170 -2.162 0.022 1.565 0.062
H -0.629239 0.305000 -4.681867 -0.237 0.625 -0.140 0.611
H 0.287520 1.661959 -6.478510 -0.372 0.440 -0.007 0.536
H -0.312177 4.046225 -6.746135 -0.069 0.234 -0.252 0.470
H -2.089192 5.029127 -5.307854 0.076 0.308 0.018 0.442
H -2.828204 3.783813 -3.245783 0.125 0.145 -0.274 0.442
N -0.431553 -3.267542 -0.800828 0.102 0.368 -0.572 -0.032
C -1.052250 -4.200578 -1.554666 0.424 0.390 0.427 -0.183
C -1.386036 -3.601630 -2.721491 -0.091 0.668 -1.073 -1.073
C -0.881432 -2.304699 -2.663957 0.512 -1.168 1.572 -0.052
N -0.274697 -2.073927 -1.472844 -0.150 -1.354 -0.774 0.238
H 0.265944 -3.519513 -0.145936 0.352 0.003 1.106 0.045
H -1.147487 -5.231793 -1.263619 -0.088 -0.021 0.313 0.492
H -1.845088 -4.044485 -3.569061 -0.431 -0.282 -0.404 0.480
H -0.813200 -1.604385 -3.434633 -0.398 1.082 -0.975 0.512
```
Forces are in eV/Å.

---

This record from the Open Molecules 2025 dataset describes a structure of composition C31H45O3Pb in a non-equilibrium geometry. The level of theory is ωB97M-V with the def2-TZVPD basis set.

Results
* relative energy (zero: lowest compared OMol25 entry of this formula, charge and spin): 49.4 kcal per mole
* net charge: +1
* lowest unoccupied orbital energy (alpha / beta): -5.646 / -5.644 eV
* orbital gap (alpha / beta): 3.512 / 2.862 eV
* F_max: 3.04 eV Å⁻¹

The geometry in XYZ format:
```
80
Properties=species:S:1:pos:R:3:forces:R:3:mulliken_charge:R:1
O -1.023269 3.730271 -3.081073 0.469 0.113 -0.882 -0.361
C -0.175344 3.784296 -4.275435 -0.163 0.099 0.091 -0.310
C -1.354530 4.059858 -5.214934 0.262 -0.490 0.805 -0.854
H 0.288693 2.813840 -4.482873 0.319 0.210 0.285 0.011
H 0.551216 4.607230 -4.250167 0.025 -0.404 0.271 0.322
C -2.181820 4.075445 -3.893032 -0.374 -0.145 -1.084 1.724
H -1.549510 3.203535 -5.864213 -0.208 0.297 -0.098 0.297
H -1.290970 5.000333 -5.763173 -0.201 -0.192 0.013 0.342
C -3.264573 3.006880 -3.795608 0.119 0.049 -0.010 -1.511
H -2.830456 1.993558 -3.851155 -0.133 0.382 0.006 0.168
H -3.974449 3.129455 -4.625478 0.099 -0.038 0.250 0.389
H -3.807412 3.122113 -2.848160 0.075 -0.186 -0.189 0.392
C -2.725533 5.453649 -3.607863 -0.173 -0.257 0.137 -1.770
H -1.918836 6.156234 -3.409934 -0.020 0.042 0.082 0.401
H -3.402711 5.371991 -2.762846 -0.019 0.432 0.251 0.407
H -3.289911 5.803413 -4.475495 -0.037 -0.011 0.097 0.382
Pb 0.883409 -0.610691 -1.160943 -0.118 1.005 2.864 1.048
C 1.107948 2.158219 1.602824 -0.370 1.076 -0.413 0.265
C 2.126942 1.229636 1.274115 0.861 -0.590 -1.102 0.297
C 2.628161 1.567885 -0.027405 -0.364 -1.111 0.628 -1.917
H 2.508472 0.430988 1.909362 -0.267 0.252 -0.290 0.358
C 1.941198 2.747598 -0.446128 -0.218 -0.112 -0.203 -0.037
C 1.017458 3.098762 0.559169 -0.434 -0.106 0.700 -1.321
H 0.357349 3.966477 0.572220 0.226 -0.342 -0.202 0.473
H 0.524345 2.166806 2.523421 0.295 0.137 -0.467 0.584
H 3.481485 1.092268 -0.513331 -0.124 0.351 0.199 0.699
H 2.135743 3.285499 -1.370435 -0.103 -0.047 0.234 0.539
C -1.986114 -0.650091 1.760608 -0.110 1.592 0.204 -0.063
C -2.180783 0.730505 1.461337 -0.050 -0.768 0.338 -0.803
C -2.135481 0.896157 0.065417 -0.009 0.142 0.585 -0.350
H -2.377824 1.507717 2.199347 0.082 -0.236 -0.313 0.467
C -1.885068 -0.382211 -0.522857 1.065 -0.893 -0.239 -1.089
C -1.774596 -1.329264 0.540562 0.098 -0.427 -1.242 -0.760
H -1.640048 -2.411961 0.430657 -0.137 0.537 0.043 0.560
H -2.057477 -1.112777 2.741393 0.202 0.131 -0.243 0.512
H -2.314648 1.816536 -0.483591 0.135 -0.164 0.145 0.523
H -1.968689 -0.623518 -1.584464 -0.283 0.015 0.287 1.029
O 0.871400 -1.156001 -3.372962 -0.124 -0.279 -2.302 -0.251
C -0.118598 -0.595210 -4.322326 -0.156 -0.336 0.303 0.049
C 0.275100 -1.070715 -5.709505 0.283 0.294 -0.331 -0.575
H -0.097358 0.491926 -4.189942 -0.077 -0.235 -0.053 -0.105
H -1.108427 -0.998205 -4.078440 0.181 0.174 0.290 0.265
C 1.286286 -2.213012 -5.527781 0.005 0.004 -0.175 -0.546
H 0.720352 -0.248844 -6.267962 -0.028 -0.058 -0.072 0.283
H -0.584651 -1.439439 -6.265371 -0.077 0.239 0.055 0.370
C 1.593999 -2.263941 -4.042757 -0.306 -0.499 0.597 -0.553
H 2.209735 -2.023969 -6.081696 -0.265 -0.055 -0.034 0.252
H 0.855353 -3.160097 -5.880473 0.261 0.270 0.192 0.268
H 2.664418 -2.147578 -3.856873 -0.252 0.024 0.275 0.344
H 1.203960 -3.196269 -3.604134 0.371 0.314 -0.001 0.361
C -0.827357 0.717129 5.196409 -0.090 -0.342 0.048 -1.472
C 0.453035 0.372514 4.436168 0.160 -0.384 -0.284 2.473
C 1.616235 1.276039 4.860860 0.179 -0.192 -0.123 -1.367
C 0.783128 -1.107040 4.573256 0.230 0.504 0.361 0.074
C 0.982928 -1.687818 5.819812 -0.156 -0.083 -0.435 -0.353
C 1.164454 -3.074119 5.941655 0.124 0.215 0.027 -1.284
C 1.108853 -3.895576 4.805818 -0.280 0.028 -0.573 -0.260
C 0.908416 -3.353759 3.542786 0.331 -0.204 -0.259 0.364
C 0.769519 -4.190565 2.274634 -0.169 0.114 0.280 1.273
C 2.132890 -4.513383 1.661143 0.154 0.181 0.096 -1.410
C -0.080804 -5.437245 2.511318 -0.112 0.140 0.066 -1.528
C 0.920722 -1.910521 3.376497 -0.408 -0.191 0.008 -0.042
O 1.057103 -1.386779 2.224386 -0.138 -0.156 0.142 -0.351
H -0.756629 0.347580 6.228777 -0.172 0.284 -0.188 0.351
H -1.686191 0.230195 4.717021 0.070 0.088 0.227 0.295
H -1.001682 1.797620 5.201296 0.022 -0.139 0.051 0.415
H 0.281927 0.516582 3.362755 -0.050 -0.010 0.306 -1.253
H 2.017944 0.984363 5.841845 -0.168 0.186 -0.211 0.330
H 2.424746 1.194426 4.123388 -0.034 0.101 0.284 0.349
H 1.279112 2.318511 4.894623 0.184 -0.150 0.059 0.406
H 0.980801 -1.039287 6.698363 -0.038 -0.329 -0.149 0.445
H 1.327460 -3.518571 6.925062 -0.039 0.135 -0.298 0.383
H 1.199358 -4.980607 4.898189 -0.047 0.381 0.145 0.337
H 0.224576 -3.571754 1.543484 0.184 0.000 0.204 -0.537
H 2.772628 -5.031841 2.385072 -0.069 0.049 -0.170 0.287
H 2.030499 -5.140419 0.769825 -0.035 0.012 0.102 0.396
H 2.621430 -3.577029 1.372459 0.086 -0.150 0.071 0.336
H -1.094508 -5.118010 2.785176 0.157 -0.257 0.048 0.383
H -0.142504 -6.015388 1.584406 0.006 -0.065 0.183 0.427
H 0.317938 -6.070498 3.313878 -0.110 0.038 -0.301 0.323
```
Forces are in eV/Å.